1.
{"formula": "C4H5LuO6", "method": "ωB97M-V/def2-TZVPD", "multiplicity": 2, "homo_lumo_gap_ev": [5.856, 8.641], "homo_ev": [-11.791, -14.720], "charge": 1, "symbols": ["H", "C", "C", "O", "C", "O", "O", "Lu", "O", "H", "H", "H", "H", "O", "O", "C"], "coordinates": [[-0.64275, -1.94005, -0.36001], [-1.03143, -1.31529, 0.46870], [-1.86962, -0.21207, -0.16588], [-1.14797, 0.54348, -1.16381], [-0.25224, 1.43709, -0.83195], [-0.16303, 1.88721, 0.32389], [0.64008, 1.58482, -1.75441], [0.81071, 0.88620, 1.95670], [0.02772, -0.88294, 1.25054], [-1.75003, -1.95835, 1.01446], [-2.28680, 0.49645, 0.56015], [-2.70460, -0.65633, -0.72009], [1.45520, 0.84979, -1.60194], [2.83270, 0.41037, 1.28057], [2.93996, -0.61225, -0.73920], [3.14210, -0.51811, 0.48228]]}

=====

2.
{"formula": "C4H5MgNaO", "method": "ωB97M-V/def2-TZVPD", "multiplicity": 2, "homo_lumo_gap_ev": [5.257, 4.179], "homo_ev": [-10.377, -10.376], "charge": 1, "symbols": ["C", "C", "H", "C", "C", "O", "Na", "H", "H", "H", "H", "Mg"], "coordinates": [[2.10397, 0.53262, -0.76456], [2.76409, 1.31579, -1.44619], [3.26277, 1.99080, -2.12315], [-0.81915, 0.73862, 0.03987], [-1.43938, -0.46237, 0.63649], [-0.78012, -1.50359, 0.91106], [1.38716, -1.96909, -0.11958], [-0.48873, 1.36593, 0.88626], [-0.55727, 0.05198, -0.88908], [-1.60799, 1.35988, -0.41050], [-2.39355, -0.30570, 1.16940], [-1.43180, -3.11488, 2.10999]]}

=====

3.
{"formula": "C4H5MnO2", "method": "ωB97M-V/def2-TZVPD", "multiplicity": 6, "homo_lumo_gap_ev": [4.491, 4.254], "homo_ev": [-11.347, -11.320], "charge": 1, "symbols": ["O", "C", "C", "C", "C", "O", "Mn", "H", "H", "H", "H", "H"], "coordinates": [[-2.81922, 0.61127, -0.43216], [-1.56802, 0.75289, 0.05238], [-0.89344, -0.35234, 0.46688], [0.57554, -0.42875, 0.49302], [1.36510, -0.00719, -0.51645], [2.68838, -0.01684, -0.53942], [4.06731, -0.35517, 0.44716], [-1.04897, 1.61180, -0.38391], [-1.44035, -1.05892, 1.10377], [1.05204, -0.77174, 1.41860], [0.89598, 0.39681, -1.42709], [-2.87435, -0.38183, -0.68277]]}